Record 1
A cluster of 3 separate species, C27H60F6N11O2P2 in total in a non-equilibrium geometry. Source: the OMol25 dataset; level of theory: ωB97M-V/def2-TZVPD.

Last column: Löwdin charge in e.
CARTESIAN COORDINATES (ANGSTROEM)
C -3.347 -0.444 8.740  0.032
C -4.115 0.329 7.899  -0.169
C -3.509 1.054 6.738  -0.171
N -4.167 0.788 5.441  0.098
C -3.639 1.274 4.317  -0.308
N -2.509 1.980 4.278  0.227
C -2.314 2.284 2.997  -0.203
C -1.162 3.101 2.533  -0.157
N 0.077 2.638 3.140  -0.093
C 1.160 3.616 2.913  -0.099
N -3.293 1.787 2.252  0.027
C -3.412 1.920 0.801  -0.063
C -3.186 0.586 0.055  -0.117
C -1.884 0.647 -0.770  -0.060
C -1.919 -0.069 -2.102  -0.438
F -3.115 0.029 -2.722  0.135
F -1.005 0.519 -2.919  0.117
C -1.540 -1.566 -2.038  -0.576
F -0.452 -1.765 -1.300  0.159
F -1.266 -1.984 -3.266  0.188
F -2.532 -2.311 -1.568  0.188
N -4.169 1.128 3.075  0.057
C -5.420 0.463 2.712  -0.085
C -5.307 -0.999 2.295  -0.138
C -4.573 -1.910 3.274  -0.186
F -5.126 -3.182 3.143  -0.044
H -2.932 -1.393 8.407  0.068
H -3.143 -0.093 9.749  0.067
H -5.192 0.429 8.046  0.102
H -2.444 0.832 6.686  0.120
H -3.621 2.112 6.986  0.134
H -5.010 0.244 5.409  0.125
H -1.021 3.089 1.453  0.090
H -1.367 4.152 2.792  0.148
H -0.058 2.533 4.136  0.092
H 2.061 3.132 2.539  0.074
H 1.394 4.167 3.825  0.084
H 0.872 4.361 2.169  0.059
H -4.411 2.320 0.619  0.135
H -2.697 2.674 0.491  0.117
H -3.058 -0.193 0.804  0.105
H -4.062 0.368 -0.552  0.122
H -1.110 0.172 -0.166  0.134
H -1.566 1.683 -0.866  0.112
H -6.084 0.564 3.570  0.135
H -5.878 1.023 1.897  0.132
H -4.889 -1.129 1.300  0.097
H -6.329 -1.380 2.238  0.133
H -4.710 -1.633 4.319  0.107
H -3.522 -2.022 3.004  0.126
O 3.807 -7.254 -1.301  -0.280
P 2.936 -6.260 -1.989  0.641
N 2.030 -7.249 -3.046  -0.305
C 1.428 -6.828 -4.289  -0.126
C 1.271 -8.323 -2.418  -0.131
N 4.137 -5.326 -2.828  -0.331
C 4.453 -5.622 -4.218  -0.130
C 5.365 -5.167 -2.054  -0.146
N 1.886 -4.942 -1.879  -0.309
C 0.702 -5.114 -1.042  -0.120
C 1.916 -3.713 -2.645  -0.104
H 0.472 -6.296 -4.156  0.082
H 1.230 -7.708 -4.904  0.087
H 2.088 -6.198 -4.878  0.045
H 0.311 -7.968 -2.016  0.073
H 1.839 -8.765 -1.601  0.073
H 1.067 -9.118 -3.137  0.082
H 4.615 -6.692 -4.401  0.092
H 5.355 -5.083 -4.508  0.081
H 3.671 -5.258 -4.886  0.054
H 6.014 -6.047 -2.111  0.083
H 5.144 -4.987 -1.002  0.073
H 5.920 -4.302 -2.428  0.079
H -0.193 -5.325 -1.641  0.082
H 0.513 -4.223 -0.439  0.070
H 0.840 -5.942 -0.345  0.079
H 1.594 -3.863 -3.681  0.082
H 2.898 -3.251 -2.650  0.079
H 1.240 -2.978 -2.207  0.053
O 0.542 5.069 -0.230  -0.310
P 1.481 4.803 -1.370  0.648
N 2.252 3.371 -0.837  -0.294
C 3.568 2.908 -1.219  -0.110
C 1.352 2.279 -0.530  -0.147
N 2.514 6.185 -1.260  -0.327
C 3.775 6.098 -0.537  -0.123
C 1.795 7.399 -0.879  -0.140
N 1.722 4.645 -3.020  -0.313
C 0.879 3.674 -3.719  -0.114
C 2.778 5.229 -3.830  -0.094
H 3.588 2.408 -2.199  0.086
H 3.921 2.189 -0.477  0.089
H 4.300 3.708 -1.228  0.050
H 1.055 1.731 -1.438  0.071
H 0.448 2.659 -0.054  0.036
H 1.807 1.572 0.168  0.090
H 3.671 5.630 0.451  0.087
H 4.187 7.098 -0.401  0.084
H 4.524 5.553 -1.114  0.058
H 1.614 7.456 0.200  0.080
H 0.831 7.457 -1.383  0.075
H 2.376 8.273 -1.179  0.083
H 1.414 2.736 -3.911  0.086
H 0.527 4.071 -4.672  0.085
H -0.010 3.438 -3.129  0.068
H 3.740 4.740 -3.655  0.081
H 2.887 6.295 -3.660  0.080
H 2.535 5.107 -4.887  0.085

Calculated values
Charge: +1



Record 2
A cluster of 3 separate species, C27H61N2O5 in total in a non-equilibrium geometry. Source: the OMol25 dataset; level of theory: ωB97M-V/def2-TZVPD.

Last column: Löwdin charge in e.
CARTESIAN COORDINATES (ANGSTROEM)
C 1.742 -4.836 -1.671  -0.141
C 0.802 -3.611 -1.028  -0.228
C 1.381 -3.368 0.493  -0.242
C 1.136 -1.855 1.085  -0.229
C 1.713 -0.650 0.105  -0.223
C 0.541 0.325 -0.512  -0.228
C 1.155 1.394 -1.594  -0.227
C 2.296 2.410 -0.994  -0.206
C 1.698 3.924 -0.611  -0.210
C 2.808 5.111 -0.968  -0.215
C 3.074 6.129 0.308  -0.242
C 4.652 6.119 0.810  -0.277
C 5.235 7.656 1.020  -0.303
O 6.295 7.771 -0.031  -0.350
C 7.037 9.043 0.171  -0.325
C 8.110 9.307 -1.075  -0.139
H 2.206 -4.549 -2.711  0.073
H 2.539 -5.216 -0.886  0.071
H 1.017 -5.760 -1.856  0.056
H -0.298 -4.057 -0.947  0.100
H 0.839 -2.669 -1.724  0.099
H 2.562 -3.537 0.505  0.112
H 0.863 -4.138 1.242  0.116
H 0.019 -1.654 1.444  0.114
H 1.787 -1.786 2.084  0.106
H 2.400 0.050 0.780  0.103
H 2.431 -1.103 -0.734  0.123
H -0.347 -0.245 -1.017  0.106
H 0.086 0.920 0.412  0.105
H 1.532 0.809 -2.564  0.112
H 0.244 2.085 -1.933  0.105
H 2.830 2.033 -0.018  0.104
H 3.067 2.600 -1.885  0.109
H 0.686 4.130 -1.170  0.088
H 1.539 3.914 0.564  0.094
H 3.820 4.642 -1.351  0.095
H 2.348 5.775 -1.834  0.099
H 2.394 5.877 1.251  0.088
H 2.852 7.255 -0.006  0.084
H 4.761 5.567 1.857  0.077
H 5.317 5.510 0.053  0.081
H 5.747 7.762 2.091  0.008
H 6.215 9.888 0.240  0.096
H 7.631 9.043 1.191  0.099
H 7.432 9.385 -2.051  0.077
H 8.929 8.464 -1.159  0.065
H 8.644 10.330 -0.817  0.060
C -4.806 -9.706 -1.588  -0.112
O -4.401 -9.595 -0.229  -0.199
C -3.509 -10.636 0.186  -0.204
C -2.089 -10.088 0.397  -0.207
N -1.459 -9.721 -0.877  -0.057
C -0.227 -8.938 -0.725  -0.192
C -0.335 -7.566 -0.031  -0.216
O -1.062 -6.590 -0.779  -0.213
C -2.473 -6.667 -0.635  -0.090
H -5.632 -9.006 -1.751  0.091
H -3.991 -9.427 -2.259  0.072
H -5.156 -10.714 -1.816  0.085
H -3.515 -11.488 -0.508  0.120
H -3.883 -10.998 1.149  0.117
H -1.479 -10.847 0.896  0.121
H -2.169 -9.223 1.061  0.098
H -2.116 -9.174 -1.429  0.065
H 0.161 -8.775 -1.738  0.119
H 0.517 -9.550 -0.200  0.117
H 0.684 -7.170 0.056  0.110
H -0.714 -7.635 0.994  0.110
H -2.776 -7.001 0.362  0.091
H -2.891 -7.318 -1.403  0.068
H -2.887 -5.669 -0.802  0.090
C -2.733 2.217 3.097  -0.113
O -2.355 3.572 2.890  -0.196
C -1.481 3.754 1.769  -0.197
C -2.210 4.461 0.616  -0.196
N -3.217 3.589 0.000  -0.054
C -4.132 4.289 -0.909  -0.198
C -5.016 5.403 -0.313  -0.218
O -6.012 4.933 0.597  -0.187
C -5.548 4.723 1.923  -0.101
H -3.217 2.149 4.077  0.088
H -3.453 1.896 2.342  0.070
H -1.863 1.558 3.095  0.084
H -1.026 2.809 1.441  0.101
H -0.670 4.405 2.111  0.120
H -1.481 4.762 -0.143  0.111
H -2.669 5.365 1.026  0.099
H -3.771 3.151 0.733  0.063
H -4.794 3.523 -1.331  0.115
H -3.553 4.698 -1.746  0.116
H -5.568 5.854 -1.146  0.117
H -4.434 6.217 0.131  0.109
H -4.764 5.430 2.210  0.090
H -5.201 3.696 2.038  0.066
H -6.393 4.854 2.603  0.086

Calculated values
Charge: -1
Energy above the lowest of the compared OMol25 structures with the same formula, charge and spin (eV): 7.044



Record 3
A cluster of 5 separate species, C27H61N3O5 in total in a non-equilibrium geometry. Source: the OMol25 dataset; level of theory: ωB97M-V/def2-TZVPD.

Last column: Löwdin charge in e.
CARTESIAN COORDINATES (ANGSTROEM)
O -14.135 7.269 -24.623  -0.045
H -14.302 6.528 -24.028  0.055
H -13.902 8.003 -24.040  0.063
O -11.560 6.576 -25.855  -0.070
H -11.673 5.821 -25.269  0.003
H -12.385 7.074 -25.766  -0.013
C -8.039 3.129 -20.650  -0.021
C -8.453 1.855 -21.439  -0.505
C -9.733 1.258 -20.816  -0.134
C -11.100 1.798 -21.323  -0.155
C -11.042 1.656 -22.833  -0.152
C -9.923 2.467 -23.514  -0.515
N -8.632 2.100 -22.864  -0.110
O -7.625 2.977 -23.322  -0.018
C -9.863 2.045 -24.963  -0.046
C -10.223 3.970 -23.420  -0.022
C -7.343 0.791 -21.304  -0.037
H -7.016 3.476 -20.701  0.078
H -8.320 2.984 -19.601  0.077
H -8.840 3.831 -20.912  0.074
H -9.705 0.170 -20.794  0.113
H -9.763 1.557 -19.763  0.107
H -11.128 2.867 -21.094  0.097
H -11.890 1.333 -20.741  0.111
H -11.959 2.042 -23.309  0.115
H -11.099 0.623 -23.186  0.124
H -9.282 2.710 -25.611  0.086
H -9.311 1.115 -25.139  0.089
H -10.869 1.934 -25.370  0.087
H -9.430 4.590 -23.829  0.087
H -11.097 4.058 -24.073  0.073
H -10.418 4.297 -22.401  0.070
H -7.407 0.115 -20.445  0.078
H -6.378 1.285 -21.178  0.073
H -7.394 0.125 -22.166  0.084
H -7.153 2.510 -24.020  0.108
C -14.961 9.048 -32.107  -0.032
C -13.890 9.226 -31.004  -0.506
C -13.737 10.731 -30.737  -0.151
C -14.841 11.340 -29.888  -0.177
C -15.049 10.512 -28.616  -0.136
C -15.193 9.014 -28.885  -0.497
N -14.106 8.542 -29.738  -0.085
O -14.123 7.125 -29.883  -0.009
C -15.058 8.336 -27.507  -0.050
C -16.626 8.720 -29.365  -0.030
C -12.560 8.762 -31.671  -0.022
H -14.802 9.639 -33.001  0.084
H -15.086 7.971 -32.270  0.089
H -15.963 9.269 -31.723  0.054
H -12.779 10.898 -30.224  0.102
H -13.574 11.268 -31.675  0.124
H -14.516 12.365 -29.679  0.109
H -15.771 11.511 -30.440  0.107
H -15.885 10.947 -28.063  0.126
H -14.198 10.760 -27.979  0.090
H -14.042 8.295 -27.122  0.052
H -15.572 7.371 -27.496  0.085
H -15.621 8.826 -26.705  0.087
H -17.012 9.463 -30.063  0.067
H -17.302 8.485 -28.545  0.082
H -16.632 7.804 -29.970  0.087
H -12.481 7.686 -31.472  0.072
H -12.563 8.811 -32.754  0.081
H -11.723 9.196 -31.123  0.075
H -13.270 6.890 -29.500  0.107
C -8.159 11.973 -24.682  -0.035
C -9.669 12.138 -24.815  -0.520
C -9.916 13.427 -25.646  -0.132
C -9.836 13.226 -27.166  -0.174
C -10.807 12.118 -27.558  -0.142
C -10.616 10.780 -26.827  -0.496
N -10.292 10.970 -25.422  -0.117
O -10.035 9.796 -24.715  -0.005
C -11.808 9.859 -27.009  -0.031
C -9.373 10.138 -27.550  -0.020
C -10.274 12.404 -23.439  -0.036
H -7.663 11.883 -25.658  0.080
H -7.957 11.014 -24.201  0.077
H -7.631 12.799 -24.208  0.088
H -10.868 13.912 -25.419  0.117
H -9.155 14.163 -25.379  0.115
H -8.809 13.018 -27.480  0.100
H -10.068 14.117 -27.753  0.110
H -10.757 11.950 -28.636  0.116
H -11.853 12.380 -27.355  0.120
H -11.568 9.000 -26.380  0.064
H -12.655 10.365 -26.540  0.085
H -11.976 9.596 -28.050  0.080
H -9.716 9.797 -28.531  0.078
H -8.589 10.854 -27.821  0.069
H -8.819 9.372 -27.004  0.074
H -10.016 13.418 -23.125  0.083
H -9.854 11.709 -22.713  0.081
H -11.359 12.332 -23.501  0.088
H -9.191 9.450 -25.051  0.088

Calculated values
Energy above the lowest of the compared OMol25 structures with the same formula, charge and spin (eV): 1.620



| no. | HOMO-LUMO gap (eV) | E_LUMO (eV) |
| --- | --- | --- |
| 1 | 6.70 | -2.81 |
| 2 | 2.94 | 1.80 |
| 3 | 8.21 | 0.29 |